No. 1
Molecular formula: C6H6O2S3
Method: DFT, ωB97M-V/def2-TZVPD

Geometry as XYZ:
```
17
Properties=species:S:1:pos:R:3:forces:R:3
S -2.5812 -0.2020 -1.5265 0.124 -0.220 -0.329
H -0.5878 1.5738 -1.4249 -1.481 0.050 -3.240
C 0.9252 2.2908 -0.2523 2.166 -0.807 0.497
S -2.3526 0.3497 0.2717 -1.327 -0.146 0.188
S 2.1032 -2.0608 -0.3453 -0.556 -0.979 -1.487
C 2.1590 2.7369 0.0246 -1.975 0.362 -0.171
C -1.6007 -2.1304 1.1566 -0.661 1.045 -0.651
H -2.1019 -2.9010 1.6589 -0.538 -1.040 0.521
H 2.2766 -1.2297 0.6249 -0.218 0.991 1.268
H 0.0161 -1.8633 -1.5858 -0.142 -0.561 -0.150
H 3.1625 2.3395 -0.1350 -0.683 -0.832 -0.162
C 0.3029 -2.0646 -0.5630 0.940 0.233 0.680
C -0.5888 -2.2287 0.3742 1.245 0.177 -1.166
H 2.2348 3.7195 0.4621 -0.152 0.456 -0.042
O -2.3081 -0.9395 1.3002 0.437 0.881 0.641
O -0.8772 0.9858 0.4682 0.511 -0.700 1.544
C -0.1820 1.6242 -0.5087 2.311 1.091 2.061
```
Forces are in eV/Å.

Summary:
Energy above the lowest of the compared OMol25 structures with the same formula, charge and spin = 138.91 kcal/mol
Energy = -1577.05093 a.u.
Frontier orbital gap = 9.1 eV
Highest occupied orbital energy = -8.9 eV

No. 2
Molecular formula: C6H6O3
Method: DFT, ωB97M-V/def2-TZVPD

Geometry as XYZ:
```
15
Properties=species:S:1:pos:R:3:forces:R:3
H -1.7852 1.3677 -0.9934 0.080 -0.086 0.036
C -0.8838 0.9928 -1.4804 0.118 -0.030 -0.105
H -0.2769 -0.2259 3.1404 0.055 0.048 -0.158
C -0.1905 0.0147 -0.5952 0.225 -0.376 -2.141
H -1.9093 -0.8694 2.5305 -0.090 0.238 -0.086
C 1.2066 -0.1773 -0.5255 -0.297 0.271 -0.561
H -1.1928 0.4934 -2.4040 -0.051 0.014 0.042
C -0.4156 -0.5574 1.0778 1.611 -1.634 2.591
C 1.4121 -0.5383 0.8074 -2.008 0.144 1.103
O 2.1833 -0.5533 1.7116 -0.035 -0.024 -0.390
O 2.1530 0.0644 -1.4762 -0.455 0.016 0.038
H 1.8910 -0.3489 -2.3106 0.067 0.102 0.136
O -1.0471 -0.9889 -0.0636 0.786 1.581 -0.088
C -0.9135 -0.5030 2.3104 -0.001 -0.187 -0.423
H -0.2313 1.8296 -1.7290 -0.005 -0.079 0.004
```
Forces are in eV/Å.

Summary:
Energy above the lowest of the compared OMol25 structures with the same formula, charge and spin = 92.23 kcal/mol
Energy = -457.79013 a.u.
Frontier orbital gap = 8.4 eV
Highest occupied orbital energy = -8.7 eV

No. 3
Molecular formula: C6H6O3P
Method: DFT, ωB97M-V/def2-TZVPD

Geometry as XYZ:
```
16
Properties=species:S:1:pos:R:3:forces:R:3
O -0.0833 -0.4916 4.5001 -2.077 -0.354 1.185
H -0.0238 -0.7190 -3.4885 -1.088 0.379 1.448
H -0.0910 1.8771 -3.0540 0.540 -1.642 1.048
H -0.8361 -2.1223 -1.5726 0.257 -0.915 0.011
C -0.5217 -0.6852 -0.0971 -0.062 0.444 3.237
C 0.1129 1.5263 -0.9155 -0.354 1.228 0.795
C -0.0383 1.0691 -2.2341 -0.321 1.024 0.509
H 0.0824 -1.0476 2.1368 0.408 -0.565 0.379
C -0.1503 0.6480 0.2332 0.799 1.299 -0.274
P 0.7106 -0.6555 3.3134 0.806 1.751 -0.732
O 2.1330 -0.3715 3.3713 1.018 -0.510 -1.015
C -0.4731 -1.1425 -1.3545 -0.893 -0.337 -2.146
O -0.0404 1.0986 1.4391 -0.172 -0.658 -0.219
H -0.8161 -1.3213 0.7868 0.060 0.420 -1.459
C -0.2983 -0.3147 -2.4556 1.611 0.924 -1.822
H 0.3335 2.6523 -0.6088 -0.530 -2.489 -0.946
```
Forces are in eV/Å.

Summary:
Energy = -799.36066 a.u.
Frontier orbital gap = 7.3 eV
Highest occupied orbital energy = -3.6 eV
Net charge = -1

No. 4
Molecular formula: C6H6O3Pt
Method: DFT, ωB97M-V/def2-TZVPD

Geometry as XYZ:
```
16
Properties=species:S:1:pos:R:3:forces:R:3
C -2.0377 -0.4495 1.4832 -0.374 0.018 0.648
C 1.9453 0.2890 -1.4767 -3.419 1.408 -3.018
C -1.0072 0.3064 0.6641 -0.447 0.391 -0.364
H -2.5693 0.2337 2.1554 0.197 0.016 -0.171
H -0.3007 0.8414 1.3165 -0.093 -0.161 -0.133
H 1.2898 0.4084 -2.5750 2.655 0.196 0.972
C 3.0438 1.2789 -1.0219 -4.028 2.614 -1.483
O 2.7485 2.4805 -1.0780 1.575 -2.590 0.451
H -2.8311 -0.8870 0.8492 0.325 -0.011 0.207
Pt -1.5253 -2.8209 -0.2463 -12.786 -10.752 0.002
O -0.2907 -1.8104 -0.2368 13.096 8.453 -0.615
C -0.1991 -0.5498 -0.2694 -0.210 3.036 0.043
C 0.7182 0.0744 -1.1313 1.411 -2.186 2.879
O 4.0777 0.7187 -0.6340 2.250 -0.476 0.797
H -1.4901 1.0865 0.0547 0.108 -0.122 0.195
H -1.5721 -1.2002 2.1462 -0.258 0.165 -0.413
```
Forces are in eV/Å.

Summary:
Energy above the lowest of the compared OMol25 structures with the same formula, charge and spin = 0.00 kcal/mol
Energy = -576.55407 a.u.
Frontier orbital gap (alpha / beta) = 7.8 / 6.1 eV
Highest occupied orbital energy (alpha / beta) = -12.9 / -14.0 eV
2S+1 = 4
Net charge = +1

No. 5
Molecular formula: C6H6OS
Method: DFT, ωB97M-V/def2-TZVPD

Geometry as XYZ:
```
14
Properties=species:S:1:pos:R:3:forces:R:3
C 1.7812 0.3025 0.2371 -4.280 0.626 0.723
O 2.5878 1.1329 0.2831 3.071 2.956 0.203
C -0.4423 0.9569 -0.7009 -1.808 -0.478 -0.338
S 1.9227 -1.2327 -0.3568 1.630 -3.298 -2.459
C -1.5007 0.1501 -0.9357 -0.176 -1.426 1.494
H 0.3725 1.2727 1.3952 0.263 4.239 3.666
H 3.0718 -1.0631 -1.2200 -1.473 -0.008 1.528
H -2.5170 -1.4210 0.3990 0.595 0.339 0.029
H -0.8054 -1.0437 2.2918 1.331 1.407 -2.836
H -0.3293 1.5293 -1.6005 1.678 1.136 0.370
C 0.2479 0.6785 0.6360 -0.209 -6.325 -4.036
C -0.6062 -0.5801 1.1864 -3.165 0.404 -0.569
C -1.6638 -0.7353 0.2729 1.525 0.058 0.692
H -2.1192 0.0530 -1.8875 1.016 0.370 1.534
```
Forces are in eV/Å.

Summary:
Energy above the lowest of the compared OMol25 structures with the same formula, charge and spin = 54.76 kcal/mol
Energy = -705.53899 a.u.
Frontier orbital gap = 9.4 eV
Highest occupied orbital energy = -8.9 eV

No. 6
Molecular formula: C6H6OS
Method: DFT, ωB97M-V/def2-TZVPD

Geometry as XYZ:
```
14
Properties=species:S:1:pos:R:3:forces:R:3
H -0.9405 -2.0906 0.3331 -1.141 -2.341 0.462
C -0.5202 1.0572 0.2160 2.293 0.732 -0.976
H 1.0417 1.1680 -1.5989 -0.344 -0.001 0.726
H -0.8782 -0.1442 2.3267 -0.075 0.226 -0.407
O 3.2825 0.0743 -0.2763 0.026 -0.193 -0.043
C 0.7162 0.6893 -0.6606 -1.186 -0.112 -0.493
S 1.9647 0.0737 0.3926 0.874 -0.775 0.215
H -2.5260 0.5439 -0.1893 -1.181 -0.874 0.058
C -0.6960 -1.1222 0.1355 2.371 4.147 -0.104
H 1.0466 -1.5822 -1.5831 -1.087 2.709 3.301
H -0.8558 2.0971 0.1821 0.426 -0.209 1.037
C -1.5844 0.1209 0.0503 0.057 -1.875 0.323
C -0.7028 -0.0670 1.2584 -1.564 0.814 -0.927
C 0.6522 -0.8181 -0.5865 0.531 -2.248 -3.173
```
Forces are in eV/Å.

Summary:
Energy above the lowest of the compared OMol25 structures with the same formula, charge and spin = 100.01 kcal/mol
Energy = -705.46687 a.u.
Frontier orbital gap = 9.8 eV
Highest occupied orbital energy = -8.9 eV